C11H20BaN4P as an isolated structure in a non-equilibrium geometry. Source: OMol25; level of theory: ωB97M-V/def2-TZVPD.

Cartesian coordinates (Å):
C1 -1.939 2.370 -0.807
C2 -1.928 3.387 0.189
C3 -2.902 3.057 1.175
C4 -3.550 1.851 0.783
C5 -2.961 1.390 -0.424
Ba1 -0.868 -0.641 -2.629
P1 1.357 1.380 -3.366
H1 -1.360 2.359 -1.740
H2 -1.275 4.260 0.199
H3 -3.120 3.637 2.070
H4 -3.278 0.522 -1.021
H5 -4.369 1.366 1.312
H6 2.389 1.967 -2.555
H7 0.972 2.615 -3.996
H8 2.241 0.973 -4.429
C6 1.423 -1.407 -0.953
N1 0.259 -0.567 -0.437
C7 0.790 0.320 0.661
N2 1.442 -0.419 1.749
C8 2.559 -1.221 1.184
N3 2.103 -2.168 0.124
C9 1.089 -3.071 0.738
N4 -0.071 -2.325 1.310
C10 -0.700 -1.545 0.210
C11 0.466 -1.375 2.330
H9 2.137 -0.714 -1.419
H10 1.037 -2.154 -1.687
H11 -0.071 0.877 1.052
H12 1.514 0.995 0.190
H13 3.006 -1.808 1.999
H14 3.300 -0.534 0.752
H15 0.714 -3.753 -0.039
H16 1.573 -3.635 1.547
H17 -1.536 -0.958 0.620
H18 -1.051 -2.273 -0.560
H19 0.977 -1.958 3.110
H20 -0.370 -0.806 2.759

Values from the calculation:
LUMO (alpha / beta)   2.29 / 2.29 eV
Total energy   -27669.5042 eV
Orbital gap (alpha / beta)   3.17 / 3.17 eV
F_max   3.06 eV/A
Charge   -1

Atom charges from the natural (NBO) analysis, given in e for atoms 1 to 4: number 1, C, carries -0.426; number 2, C, carries -0.349; number 3, C, carries -0.351; number 4, C, carries -0.348

C11H20BrCrIN3O11P2 as an isolated structure. Source: OMol25; level of theory: ωB97M-V/def2-TZVPD.

Cartesian coordinates (Å):
Cr1 -0.106 -0.737 0.235
N1 1.178 -0.236 -1.400
C1 1.564 1.188 -1.264
C2 0.446 1.956 -0.595
O1 0.346 3.158 -0.676
O2 -0.333 1.209 0.149
H1 2.006 -0.811 -1.508
H2 0.649 -0.315 -2.273
H3 1.804 1.642 -2.223
H4 2.427 1.264 -0.603
C3 -0.664 1.507 4.518
C4 -0.630 1.423 2.991
O3 -0.831 2.739 2.496
P1 1.110 0.923 2.480
O4 1.768 2.268 1.997
O5 1.923 0.611 3.816
O6 1.405 -0.218 1.523
P2 -1.979 0.226 2.459
O7 -2.748 1.023 1.297
O8 -2.907 -0.066 3.566
O9 -1.204 -0.941 1.819
H5 0.114 2.171 4.891
H6 -0.546 0.523 4.969
H7 -1.643 1.884 4.804
H8 -1.049 2.656 1.548
H9 1.155 3.018 2.096
H10 1.898 -0.327 4.048
H11 -3.669 1.115 1.567
N2 -2.775 2.361 -4.529
C5 -1.930 1.278 -5.015
C6 -0.857 0.931 -4.002
O10 0.102 0.244 -4.261
O11 -1.056 1.400 -2.783
H12 -3.708 2.317 -4.911
H13 -2.388 3.268 -4.753
H14 -1.897 1.902 -2.782
H15 -1.439 1.458 -5.973
H16 -2.534 0.376 -5.120
I1 0.762 -2.819 3.358
C7 1.303 -3.277 1.392
C8 2.253 -4.283 1.259
C9 2.562 -4.757 -0.002
C10 1.872 -4.242 -1.088
C11 0.959 -3.233 -0.863
N3 0.703 -2.714 0.353
H17 2.723 -4.689 2.142
H18 3.313 -5.526 -0.127
H19 2.027 -4.606 -2.093
H20 0.379 -2.807 -1.670
Br1 -1.857 -1.433 -1.258

Values from the calculation:
LUMO (alpha / beta)   -0.36 / -0.52 eV
Total energy   -163877.3955 eV
Orbital gap (alpha / beta)   8.62 / 8.65 eV
Spin multiplicity   4
F_max   0.88 eV/A
Charge   0

Atom charges from the natural (NBO) analysis, given in e for atoms 1 to 4: number 1, Cr, carries 1.225; number 2, N, carries -0.827; number 3, C, carries -0.344; number 4, C, carries 0.821

An isolated ion of composition C11H20N2P and charge +1 in a non-equilibrium geometry. Source: OMol25; level of theory: ωB97M-V/def2-TZVPD.

Cartesian coordinates (Å):
C1 1.918 -1.725 -2.947
N1 1.520 -1.961 -1.552
C2 1.069 -1.046 -0.833
C3 0.674 -1.526 0.493
C4 -0.386 -0.976 1.178
C5 -0.551 -1.079 2.734
P1 -1.375 0.356 0.391
C6 -3.018 -0.482 0.046
C7 -2.134 1.795 1.381
C8 -0.707 0.530 -1.300
C9 0.774 0.377 -1.209
C10 1.279 1.204 0.034
C11 2.763 1.447 0.066
N2 0.413 1.489 0.930
H1 3.065 -1.706 -2.973
H2 1.464 -0.920 -3.419
H3 1.555 -2.679 -3.521
H4 1.213 -2.283 1.021
H5 0.355 -1.365 3.361
H6 -1.225 -1.957 2.952
H7 -0.942 -0.123 3.066
H8 -3.717 0.247 -0.341
H9 -3.548 -0.950 0.873
H10 -2.823 -1.211 -0.727
H11 -1.430 2.300 1.981
H12 -3.169 1.780 1.721
H13 -2.248 2.405 0.389
H14 -1.000 1.560 -1.775
H15 -1.382 -0.076 -1.982
H16 1.284 0.709 -2.112
H17 3.134 0.544 0.669
H18 3.117 2.332 0.498
H19 3.158 1.189 -0.996
H20 0.900 1.798 1.900

Values from the calculation:
LUMO   -3.41 eV
Energy relative to the best compared isomer or geometry (same formula, charge and spin)   0.0 kcal/mol
Total energy   -23991.3858 eV
Orbital gap   9.07 eV
F_max   4.53 eV/A
SMILES   C/N=C1/C=C(C)P2(C)(C)C[C@H]1C(C)=[NH+]2
Charge   +1

Atom charges from the natural (NBO) analysis, given in e for atoms 1 to 4: number 1, C, carries -0.465; number 2, N, carries -0.321; number 3, C, carries 0.204; number 4, C, carries -0.188

A single C11H20N2S molecule in a non-equilibrium geometry. Source: OMol25; level of theory: ωB97M-V/def2-TZVPD.

Cartesian coordinates (Å):
H1 -3.678 2.813 -1.706
N1 -3.014 2.267 -1.193
C1 -2.327 2.720 -0.220
C2 -1.838 1.564 0.652
C3 -0.276 1.565 0.741
C4 0.365 0.247 0.203
C5 0.596 -0.742 1.062
C6 1.098 -2.114 0.843
C7 2.151 -2.371 2.014
C8 -0.054 -3.139 0.854
C9 0.635 0.037 -1.340
C10 -0.194 0.831 -2.331
C11 2.141 0.460 -1.741
N2 -2.469 1.548 1.897
S1 -3.981 1.843 1.974
H2 -2.437 3.683 0.260
H3 -1.970 0.789 -0.031
H4 0.099 1.658 1.784
H5 0.022 2.546 0.205
H6 0.550 -0.466 2.105
H7 1.766 -2.121 -0.093
H8 2.116 -1.487 2.620
H9 3.161 -2.579 1.633
H10 1.857 -3.203 2.656
H11 -0.642 -3.280 1.784
H12 0.196 -4.167 0.580
H13 -0.938 -2.864 0.067
H14 0.639 -0.941 -1.626
H15 0.134 1.975 -2.471
H16 -1.320 0.586 -2.160
H17 0.157 0.500 -3.301
H18 2.316 0.282 -2.908
H19 2.965 -0.011 -1.190
H20 2.175 1.571 -1.623

Values from the calculation:
LUMO (alpha / beta)   -1.19 / -1.20 eV
Energy relative to the best compared isomer or geometry (same formula, charge and spin)   143.2 kcal/mol
Total energy   -25541.5703 eV
Orbital gap (alpha / beta)   7.17 / 7.17 eV
F_max   4.55 eV/A
SMILES   [H]/N=C/[C@@H](C/C(=C/C(C)C)C(C)C)N=S
Charge   0

Atom charges from the natural (NBO) analysis, given in e for atoms 1 to 4: number 1, H, carries 0.353; number 2, N, carries -0.616; number 3, C, carries 0.135; number 4, C, carries -0.213

C11H20N3O5Ti as an isolated structure in a non-equilibrium geometry. Source: OMol25; level of theory: ωB97M-V/def2-TZVPD.

Cartesian coordinates (Å):
Ti1 -8.397 -26.320 -4.945
O1 -9.580 -26.341 -0.885
C1 -8.465 -25.748 -1.420
O2 -7.868 -24.963 -0.637
O3 -8.286 -25.827 -2.662
H1 -9.401 -25.799 -0.078
C2 -11.248 -23.841 -1.878
C3 -12.091 -22.608 -1.545
O4 -13.209 -22.733 -1.082
N1 -11.468 -21.406 -1.707
C4 -12.088 -20.109 -1.347
H2 -11.227 -24.000 -2.959
H3 -11.770 -24.728 -1.531
H4 -10.250 -23.656 -1.484
H5 -10.472 -21.472 -1.830
H6 -12.673 -20.189 -0.433
H7 -12.789 -19.839 -2.139
H8 -11.404 -19.265 -1.323
C5 -11.786 -29.886 -1.200
C6 -10.822 -31.075 -1.170
O5 -11.250 -32.221 -1.094
N2 -9.497 -30.840 -1.192
C7 -8.792 -29.569 -1.355
H9 -12.668 -30.126 -1.794
H10 -11.343 -29.029 -1.707
H11 -12.161 -29.614 -0.215
H12 -9.019 -31.675 -1.502
H13 -9.154 -29.004 -2.212
H14 -7.726 -29.769 -1.467
H15 -8.787 -29.042 -0.401
N3 -8.400 -25.077 2.449
C8 -8.762 -24.062 3.288
C9 -9.383 -24.558 4.412
C10 -9.373 -25.940 4.281
C11 -8.908 -26.236 3.007
H16 -8.026 -24.963 1.520
H17 -8.472 -23.046 3.069
H18 -9.641 -23.918 5.241
H19 -9.691 -26.733 4.941
H20 -8.834 -27.209 2.550

Values from the calculation:
LUMO (alpha / beta)   -1.74 / -1.36 eV
Total energy   -49551.2142 eV
Orbital gap (alpha / beta)   5.96 / 6.34 eV
Spin multiplicity   4
F_max   2.84 eV/A
Charge   0

Atom charges from the natural (NBO) analysis, given in e for atoms 1 to 4: number 1, Ti, carries 0.940; number 2, O, carries -0.713; number 3, C, carries 0.967; number 4, O, carries -0.762

C11H20N4PPd as an isolated structure in a non-equilibrium geometry. Source: OMol25; level of theory: ωB97M-V/def2-TZVPD.

Cartesian coordinates (Å):
C1 0.105 0.113 -3.084
C2 -0.905 -0.706 -3.701
C3 -0.451 -2.056 -3.663
C4 0.859 -2.100 -3.083
C5 1.200 -0.774 -2.682
Pd1 0.137 1.927 -1.060
P1 -0.650 3.893 -1.252
H1 0.136 1.265 -3.221
H2 -1.755 -0.268 -4.197
H3 -0.970 -2.901 -4.105
H4 2.100 -0.391 -2.245
H5 1.481 -2.992 -2.895
H6 -1.718 4.495 -0.542
H7 -0.931 4.423 -2.506
H8 0.503 4.627 -0.907
C6 -0.441 1.251 1.549
N1 0.091 0.397 0.457
C7 -0.790 -0.803 0.336
N2 -0.837 -1.588 1.605
C8 -1.346 -0.714 2.669
N3 -0.498 0.501 2.880
C9 0.881 -0.017 3.202
N4 1.414 -0.845 2.129
C10 1.436 -0.051 0.882
C11 0.534 -2.001 1.971
H9 -1.470 1.539 1.300
H10 0.228 2.115 1.662
H11 -0.380 -1.427 -0.464
H12 -1.798 -0.442 0.115
H13 -1.340 -1.257 3.632
H14 -2.379 -0.398 2.461
H15 1.510 0.847 3.408
H16 0.763 -0.588 4.134
H17 1.845 -0.680 0.072
H18 2.053 0.846 1.051
H19 0.484 -2.579 2.895
H20 0.897 -2.662 1.196

Values from the calculation:
LUMO (alpha / beta)   -2.94 / -6.15 eV
Total energy   -30445.3754 eV
Orbital gap (alpha / beta)   4.22 / 5.71 eV
Spin multiplicity   5
F_max   2.81 eV/A
Charge   +1

Atom charges from the natural (NBO) analysis, given in e for atoms 1 to 4: number 1, C, carries -0.189; number 2, C, carries -0.167; number 3, C, carries -0.122; number 4, C, carries -0.124

A 2-piece molecular cluster, C11H20NO2S2 overall in a non-equilibrium geometry. Source: OMol25; level of theory: ωB97M-V/def2-TZVPD.

Cartesian coordinates (Å):
C1 -3.140 -1.027 -3.852
C2 -3.079 -1.498 -2.426
O1 -2.954 -0.358 -1.559
C3 -2.959 -0.744 -0.253
C4 -2.849 0.404 0.638
C5 -2.896 0.236 1.992
N1 -2.769 1.228 2.894
C6 -3.078 1.052 4.295
C7 -2.374 2.561 2.510
O2 -3.051 -1.914 0.099
H1 -3.191 -1.915 -4.482
H2 -4.038 -0.431 -4.037
H3 -2.251 -0.454 -4.131
H4 -3.991 -2.060 -2.184
H5 -2.214 -2.160 -2.284
H6 -2.821 1.376 0.159
H7 -3.067 -0.753 2.429
H8 -3.369 0.011 4.460
H9 -2.206 1.306 4.912
H10 -3.895 1.723 4.599
H11 -2.017 2.552 1.480
H12 -3.221 3.257 2.611
H13 -1.578 2.902 3.185
C8 3.277 2.120 -2.302
C9 2.445 1.201 -3.173
S1 0.678 1.232 -2.731
C10 0.681 1.091 -1.055
S2 1.839 1.668 0.021
C11 3.393 1.512 -0.918
H14 4.274 2.223 -2.736
H15 2.823 3.112 -2.248
H16 2.469 1.523 -4.220
H17 2.770 0.158 -3.098
H18 -0.225 0.676 -0.611
H19 3.634 0.443 -0.953
H20 4.139 2.039 -0.314

Values from the calculation:
LUMO   -5.86 eV
Total energy   -38979.2639 eV
Orbital gap   4.67 eV
F_max   1.33 eV/A
Charge   +1

Atom charges from the natural (NBO) analysis, given in e for atoms 1 to 4: number 1, C, carries -0.622; number 2, C, carries -0.077; number 3, O, carries -0.533; number 4, C, carries 0.749